No. 1
C22H23F3N2O3 | wB97M-V/def2-TZVPD

Largest force on an atom (eV/A): 14.841
SMILES: C=CCC1(CC=C)CCCN1C(=O)c1cc(COc2cccc(C(F)(F)F)c2)on1
Total energy (eV): -40443.497
Energy relative to the best compared isomer or geometry (same formula, charge and spin) (kcal/mol): 399.6
Lowest unoccupied orbital energy (eV): -0.01
E_HOMO (Ha): -0.3229
Net charge: 0

Geometry (Å):
C  -4.282  -3.783  0.470
C  -4.095  -2.544  0.801
C  -2.869  -1.594  0.640
C  -3.295  -0.563  -0.216
C  -4.452  0.430  0.262
C  -4.530  0.497  1.742
C  -5.714  0.503  2.300
C  -3.541  -0.743  -1.657
C  -2.277  -1.071  -2.411
C  -1.552  0.083  -1.861
N  -2.050  0.108  -0.286
C  -1.257  0.769  0.432
O  -1.561  0.663  1.644
C  0.017  1.488  0.182
C  1.102  1.823  1.102
C  1.904  2.421  0.270
C  3.132  3.190  0.835
O  4.185  2.116  1.214
C  4.583  1.289  0.375
C  4.377  1.347  -1.113
C  4.802  0.291  -1.717
C  5.688  -0.661  -1.396
C  5.963  -0.452  0.192
C  7.048  -1.370  0.371
F  8.205  -1.704  -0.188
F  7.533  -1.376  1.814
F  6.527  -2.596  0.734
C  5.527  0.551  0.893
O  1.202  2.995  -0.900
N  0.075  2.438  -0.884
H  -5.202  -4.327  0.462
H  -3.317  -4.219  -0.195
H  -5.064  -2.015  1.243
H  -2.685  -1.339  1.623
H  -2.177  -2.461  0.121
H  -4.142  1.548  -0.317
H  -5.437  0.169  -0.108
H  -3.457  0.802  2.275
H  -5.525  0.525  3.424
H  -6.434  0.025  1.917
H  -4.196  -0.203  -2.355
H  -4.104  -1.881  -1.410
H  -1.725  -1.874  -2.139
H  -2.458  -0.826  -3.402
H  -1.763  1.051  -2.186
H  -0.584  0.209  -1.671
H  1.216  1.283  1.902
H  3.058  3.891  1.422
H  3.601  3.817  -0.143
H  3.585  2.035  -1.551
H  4.588  0.137  -2.803
H  6.092  -1.467  -1.805
H  5.735  0.576  2.052

Mulliken atomic charge list, values in e, 4 entries: -0.554 -0.250 -0.410 0.509


No. 2
C22H23FHoN3O3S4Sb | wB97M-V/def2-TZVPD

Multiplicity: 6
Largest force on an atom (eV/A): 1.344
Total energy (eV): -112197.414
Lowest unoccupied orbital energy (spin up / spin down) (eV): -1.89 / -1.89
E_HOMO (spin up / spin down) (Ha): -0.2233 / -0.2233
Net charge: 0

Geometry (Å):
Ho  -2.652  1.366  3.554
C  -2.653  -1.969  -3.732
C  -2.196  -2.425  -2.358
N  -2.160  -1.334  -1.385
C  -3.162  -1.226  -0.480
C  -3.261  -0.274  0.485
C  -4.371  -0.437  1.503
O  -5.351  -1.089  1.192
O  -4.136  0.105  2.647
C  -2.280  0.760  0.513
O  -2.272  1.736  1.287
C  -1.173  0.626  -0.439
C  -0.103  1.514  -0.321
C  0.977  1.359  -1.134
F  2.013  2.241  -1.041
C  1.065  0.328  -2.074
C  0.010  -0.557  -2.185
C  -1.119  -0.422  -1.362
N  2.198  0.146  -2.917
C  3.542  0.365  -2.443
C  4.112  1.733  -2.791
N  3.922  1.973  -4.276
C  2.477  1.815  -4.693
C  2.041  0.405  -4.327
H  -2.656  -2.808  -4.427
H  -1.998  -1.195  -4.134
H  -3.662  -1.562  -3.685
H  -1.211  -2.894  -2.391
H  -2.870  -3.178  -1.954
H  -3.929  -1.989  -0.529
H  -0.150  2.297  0.425
H  0.102  -1.378  -2.880
H  4.188  -0.405  -2.890
H  3.592  0.228  -1.365
H  5.181  1.804  -2.597
H  3.582  2.542  -2.296
H  4.492  1.308  -4.805
H  4.262  2.902  -4.523
H  2.429  2.024  -5.761
H  1.920  2.570  -4.137
H  2.634  -0.318  -4.905
H  1.002  0.269  -4.621
S  -0.720  3.068  4.433
Sb  -2.688  3.743  5.602
S  -3.779  3.866  3.472
S  -3.494  1.591  6.126
S  -0.651  -0.453  2.812
C  0.097  -1.101  4.274
C  1.239  -1.901  4.186
C  1.845  -2.415  5.321
C  1.328  -2.144  6.582
C  0.194  -1.350  6.684
C  -0.410  -0.839  5.548
H  1.652  -2.119  3.209
H  2.731  -3.030  5.222
H  1.802  -2.544  7.468
H  -0.228  -1.118  7.653
H  -1.291  -0.209  5.659

Mulliken atomic charge list, values in e, 4 entries: 0.677 -0.971 -1.009 0.267


No. 3
C22H23FN4O3 | wB97M-V/def2-TZVPD

Largest force on an atom (eV/A): 1.314
SMILES: COc1ccc(-c2noc(N3CCC(C(=O)NCc4ccc(F)cc4)CC3)n2)cc1
Total energy (eV): -38007.788
Energy relative to the best compared isomer or geometry (same formula, charge and spin) (kcal/mol): 48.3
Lowest unoccupied orbital energy (eV): 0.52
E_HOMO (Ha): -0.2986
Net charge: 0

Geometry (Å):
C  8.239  2.946  -3.201
O  7.138  3.253  -4.021
C  5.946  2.648  -3.769
C  5.718  1.730  -2.747
C  4.461  1.178  -2.586
C  3.416  1.528  -3.433
C  2.107  0.938  -3.251
N  1.072  1.223  -3.996
O  0.043  0.454  -3.492
C  0.572  -0.241  -2.467
N  -0.168  -1.149  -1.818
C  0.327  -1.698  -0.574
C  -0.304  -0.988  0.622
C  -1.830  -1.035  0.527
C  -2.460  -0.232  1.662
O  -1.898  0.683  2.224
N  -3.731  -0.597  1.948
C  -4.500  0.029  3.006
C  -4.609  -0.873  4.208
C  -5.825  -1.422  4.591
C  -5.905  -2.272  5.681
C  -4.748  -2.569  6.375
F  -4.817  -3.401  7.436
C  -3.521  -2.040  6.014
C  -3.461  -1.190  4.927
C  -2.278  -0.430  -0.811
C  -1.604  -1.172  -1.968
N  1.837  0.020  -2.274
C  3.646  2.449  -4.457
C  4.894  3.001  -4.621
H  8.499  1.884  -3.257
H  9.067  3.540  -3.586
H  8.052  3.220  -2.158
H  6.509  1.440  -2.074
H  4.275  0.466  -1.797
H  0.075  -2.764  -0.556
H  1.411  -1.583  -0.568
H  0.015  0.055  0.645
H  0.029  -1.460  1.547
H  -2.170  -2.076  0.584
H  -4.128  -1.415  1.514
H  -5.493  0.288  2.627
H  -3.961  0.944  3.268
H  -6.722  -1.180  4.039
H  -6.844  -2.701  5.992
H  -2.640  -2.292  6.583
H  -2.517  -0.759  4.629
H  -1.989  0.622  -0.839
H  -3.362  -0.490  -0.918
H  -1.922  -2.220  -1.973
H  -1.866  -0.717  -2.924
H  2.830  2.716  -5.109
H  5.093  3.714  -5.406

Mulliken atomic charge list, values in e, 4 entries: -0.829 -0.459 0.975 -0.301


No. 4
C22H23N3O10S | wB97M-V/def2-TZVPD

Largest force on an atom (eV/A): 4.995
SMILES: O=[N+]([O-])c1ccccc1.O=[N+]([O-])c1ccccc1.O=[N+]([O-])c1ccccc1.O=C(OO)OCCCS
Total energy (eV): -58956.030
Energy relative to the best compared isomer or geometry (same formula, charge and spin) (kcal/mol): 280.6
Lowest unoccupied orbital energy (eV): -1.18
E_HOMO (Ha): -0.3285
Net charge: 0

Geometry (Å):
O  4.989  -2.542  5.429
N  4.112  -2.105  4.709
O  3.277  -2.792  4.144
C  4.051  -0.653  4.499
C  5.002  0.158  5.093
C  4.951  1.525  4.872
C  3.953  2.063  4.069
C  2.999  1.238  3.488
C  3.048  -0.129  3.703
H  5.778  -0.260  5.718
H  5.691  2.170  5.325
H  3.919  3.131  3.894
H  2.220  1.654  2.865
H  2.307  -0.769  3.247
O  -0.811  3.454  -3.622
N  -1.095  2.618  -4.462
O  -1.141  1.419  -4.260
C  -1.391  3.091  -5.820
C  -1.310  4.445  -6.096
C  -1.568  4.885  -7.383
C  -1.908  3.974  -8.374
C  -1.995  2.620  -8.080
C  -1.735  2.172  -6.796
H  -1.045  5.155  -5.326
H  -1.503  5.939  -7.615
H  -2.105  4.321  -9.381
H  -2.262  1.913  -8.853
H  -1.800  1.118  -6.569
O  -3.103  -4.973  1.585
N  -2.505  -5.946  2.006
O  -2.916  -7.089  1.944
C  -1.195  -5.723  2.635
C  -0.713  -4.431  2.754
C  0.513  -4.223  3.366
C  1.242  -5.301  3.847
C  0.749  -6.592  3.713
C  -0.477  -6.808  3.104
H  -1.279  -3.591  2.380
H  0.900  -3.219  3.471
H  2.197  -5.132  4.328
H  1.320  -7.432  4.086
H  -0.860  -7.813  3.003
O  0.604  1.621  1.626
C  0.274  1.813  0.545
O  1.220  1.989  -0.450
O  1.703  0.693  -0.720
O  -0.994  1.897  0.246
C  -1.305  2.053  -1.162
C  -2.701  1.500  -1.388
C  -3.790  2.335  -0.692
S  -4.371  1.570  0.870
H  1.103  0.328  -1.390
H  -0.643  1.508  -1.816
H  -1.276  3.095  -1.425
H  -2.709  0.475  -1.038
H  -2.899  1.505  -2.452
H  -3.439  3.341  -0.497
H  -4.665  2.416  -1.324
H  -4.611  0.320  0.426

Mulliken atomic charge list, values in e, 4 entries: -0.611 0.987 -0.588 0.192


No. 5
C22H23N5O5S2 | wB97M-V/def2-TZVPD

Largest force on an atom (eV/A): 1.495
SMILES: O=C(c1ccc(NC2=N[C@@H]3CS(=O)(=O)C[C@@H]3S2)cc1)N1CCN(c2ccc([N+](=O)[O-])cc2)CC1
Total energy (eV): -62543.468
Energy relative to the best compared isomer or geometry (same formula, charge and spin) (kcal/mol): 60.8
Lowest unoccupied orbital energy (eV): -0.28
E_HOMO (Ha): -0.3049
Net charge: 0

Geometry (Å):
O  -4.075  -0.815  -1.825
C  -3.440  -1.189  -0.857
C  -2.037  -1.668  -0.977
C  -1.169  -0.865  -1.710
C  0.175  -1.163  -1.791
C  0.682  -2.274  -1.123
N  2.037  -2.580  -1.075
C  3.092  -1.730  -1.011
N  4.197  -2.120  -0.528
C  5.206  -1.119  -0.398
C  5.462  -0.906  1.091
S  4.288  0.423  1.499
O  4.689  1.120  2.688
O  2.937  -0.068  1.454
C  4.692  1.343  -0.009
C  4.725  0.236  -1.037
S  3.034  -0.077  -1.643
C  -0.207  -3.140  -0.482
C  -1.551  -2.840  -0.406
N  -3.983  -1.145  0.401
C  -3.235  -1.225  1.637
C  -3.267  0.167  2.314
N  -3.385  1.184  1.295
C  -2.284  1.626  0.611
C  -0.987  1.155  0.897
C  0.119  1.645  0.246
C  -0.033  2.625  -0.734
N  1.092  3.150  -1.415
O  0.904  3.901  -2.354
O  2.205  2.833  -1.019
C  -1.306  3.113  -1.033
C  -2.404  2.634  -0.367
C  -4.709  1.151  0.696
C  -5.167  -0.322  0.548
H  -1.561  0.007  -2.210
H  0.825  -0.529  -2.370
H  2.253  -3.467  -0.635
H  6.116  -1.472  -0.898
H  6.452  -0.521  1.313
H  5.254  -1.805  1.660
H  5.664  1.798  0.163
H  3.946  2.099  -0.233
H  5.332  0.507  -1.903
H  0.169  -4.042  -0.019
H  -2.226  -3.519  0.096
H  -2.208  -1.520  1.425
H  -3.691  -1.977  2.291
H  -4.143  0.259  2.962
H  -2.383  0.332  2.927
H  -0.823  0.383  1.629
H  1.099  1.257  0.481
H  -1.406  3.884  -1.781
H  -3.367  3.064  -0.589
H  -5.412  1.710  1.324
H  -4.679  1.602  -0.293
H  -5.782  -0.436  -0.343
H  -5.726  -0.667  1.421

Mulliken atomic charge list, values in e, 4 entries: -0.666 0.330 0.183 -1.064


No. 6
C22H24AgCl5N3O3S3 | wB97M-V/def2-TZVPD

Largest force on an atom (eV/A): 0.473
Total energy (eV): -132937.793
Energy relative to the best compared isomer or geometry (same formula, charge and spin) (kcal/mol): 0.0
Lowest unoccupied orbital energy (eV): 2.32
E_HOMO (Ha): -0.1865
Net charge: -1

Geometry (Å):
Ag  0.288  -0.491  -0.189
Cl  1.195  -5.971  5.004
C  1.286  -4.983  3.583
C  0.179  -4.254  3.147
Cl  -1.309  -4.354  4.033
C  0.255  -3.442  2.029
Cl  -1.129  -2.586  1.462
C  1.458  -3.270  1.267
O  1.569  -2.472  0.302
C  2.554  -4.068  1.732
Cl  4.023  -3.943  0.827
C  2.470  -4.887  2.848
Cl  3.853  -5.795  3.356
O  -3.335  -2.549  -0.917
S  -3.013  -1.609  -1.955
O  -3.969  -0.566  -2.224
N  -1.510  -0.971  -1.738
C  -0.707  -1.230  -2.767
S  0.883  -0.704  -2.842
C  -1.345  -2.080  -3.826
C  -0.797  -2.537  -5.012
C  -1.575  -3.350  -5.826
C  -2.872  -3.703  -5.457
C  -3.424  -3.237  -4.270
C  -2.634  -2.428  -3.478
H  0.216  -2.255  -5.275
H  -1.166  -3.723  -6.757
H  -3.456  -4.352  -6.098
H  -4.431  -3.502  -3.973
C  3.689  0.545  5.358
C  4.636  0.155  4.219
C  4.122  0.525  2.823
C  3.200  -0.509  2.184
N  1.922  -0.654  2.870
C  0.842  0.108  2.663
S  0.826  1.380  1.520
N  -0.231  -0.207  3.411
C  -1.535  0.426  3.293
C  -1.631  1.744  4.052
C  -1.391  1.602  5.550
C  -1.383  2.950  6.266
H  4.025  0.130  6.311
H  2.672  0.193  5.178
H  3.645  1.632  5.461
H  4.836  -0.922  4.252
H  5.595  0.650  4.388
H  4.968  0.652  2.142
H  3.594  1.483  2.863
H  3.670  -1.492  2.197
H  3.005  -0.256  1.146
H  1.809  -1.471  3.451
H  -0.205  -1.097  3.885
H  -2.260  -0.287  3.692
H  -1.761  0.580  2.237
H  -2.626  2.165  3.875
H  -0.905  2.442  3.625
H  -0.433  1.100  5.713
H  -2.165  0.960  5.986
H  -0.597  3.593  5.863
H  -1.210  2.838  7.338
H  -2.336  3.469  6.131

Mulliken atomic charge list, values in e, 4 entries: 0.581 -0.233 0.214 0.025


No. 7
C22H24AlClI2O2P2 | wB97M-V/def2-TZVPD

Largest force on an atom (eV/A): 5.748
Total energy (eV): -81181.353
Energy relative to the best compared isomer or geometry (same formula, charge and spin) (kcal/mol): 105.3
Lowest unoccupied orbital energy (eV): -8.34
E_HOMO (Ha): -0.4961
Net charge: +2

Geometry (Å):
I  -3.708  -4.310  4.865
I  -5.382  -2.183  4.868
Al  -1.647  -1.235  -0.793
P  -3.285  -2.566  -1.920
C  -4.529  -3.562  -1.087
C  -4.229  -1.487  -3.047
H  -1.701  -3.181  -3.654
H  -3.180  -4.195  -3.724
H  -1.936  -4.501  -2.475
C  -2.446  -3.722  -3.055
H  -3.537  -0.874  -3.640
H  -4.852  -2.093  -3.719
H  -5.167  -4.065  -1.827
H  -5.147  -2.920  -0.451
H  -4.875  -0.822  -2.460
H  -4.038  -4.314  -0.459
C  -2.536  -1.998  1.017
O  -3.009  -2.371  2.003
Cl  -1.004  -0.634  -2.731
O  -0.541  -0.142  -0.051
P  0.474  1.070  0.292
C  0.853  0.488  1.955
C  1.483  1.255  2.945
C  2.010  0.625  4.074
C  1.534  -0.645  4.418
C  0.796  -1.392  3.481
C  0.435  -0.800  2.277
C  1.719  0.855  -1.016
C  2.721  1.767  -1.345
C  3.436  1.677  -2.531
C  3.339  0.510  -3.297
C  2.337  -0.424  -3.003
C  1.596  -0.258  -1.836
C  1.216  2.703  0.718
C  0.625  3.937  0.541
C  1.403  5.104  0.711
C  2.732  5.057  1.142
C  3.369  3.826  1.372
C  2.630  2.650  1.110
H  1.633  2.338  2.878
H  2.780  1.124  4.674
H  1.747  -1.042  5.407
H  0.520  -2.450  3.673
H  -0.206  -1.370  1.602
H  3.033  2.549  -0.656
H  4.041  2.525  -2.862
H  4.038  0.349  -4.107
H  2.127  -1.286  -3.677
H  0.867  -1.030  -1.606
H  -0.437  3.972  0.281
H  0.959  6.066  0.443
H  3.291  5.977  1.332
H  4.450  3.762  1.666
H  3.196  1.682  1.285

Mulliken atomic charge list, values in e, 4 entries: -0.025 0.000 0.827 0.637


No. 8
C22H24AlF4N9P | wB97M-V/def2-TZVPD

Largest force on an atom (eV/A): 2.378
Total energy (eV): -63341.209
Lowest unoccupied orbital energy (spin up / spin down) (eV): -11.20 / -11.20
E_HOMO (spin up / spin down) (Ha): -0.6172 / -0.6172
Net charge: +3

Geometry (Å):
Al  -0.557  1.394  1.289
N  0.476  1.048  2.894
C  -0.256  0.777  4.189
C  -0.991  2.017  4.647
C  -2.129  2.550  3.771
C  -1.819  3.688  2.808
N  -1.430  3.112  1.416
H  1.026  0.236  2.627
H  1.189  1.745  3.098
H  0.440  0.520  4.976
H  -0.925  -0.054  3.993
H  -0.271  2.790  4.822
H  -1.427  1.736  5.629
H  -2.810  2.996  4.478
H  -2.696  1.779  3.228
H  -1.032  4.320  3.148
H  -2.708  4.298  2.665
H  -0.908  3.805  0.863
H  -2.316  3.096  0.936
F  2.287  1.188  -5.316
C  3.157  0.719  -4.384
C  4.293  0.070  -4.802
F  4.517  0.045  -6.073
C  5.251  -0.556  -3.883
C  4.823  -0.544  -2.504
C  3.681  0.103  -2.103
F  3.266  0.040  -0.826
C  2.808  0.737  -3.002
C  1.561  1.215  -2.509
C  1.155  1.309  -1.203
N  0.606  1.552  -0.170
C  0.449  1.721  -3.274
N  -0.516  2.125  -3.750
F  5.570  -1.105  -1.581
C  6.464  -1.077  -4.299
C  7.010  -0.817  -5.581
N  7.647  -0.480  -6.500
C  7.295  -1.924  -3.503
N  8.041  -2.627  -2.974
C  -2.466  -2.723  -1.155
N  -3.440  -1.647  -0.963
C  -4.383  -2.005  0.110
N  -3.727  -2.369  1.320
C  -2.762  -3.397  1.146
N  -1.803  -3.086  0.110
C  -0.859  -2.145  0.502
P  -1.809  -0.562  0.854
C  -2.798  -0.419  -0.710
C  -3.141  -1.245  1.973
H  -1.717  -2.346  -1.857
H  -3.022  -3.581  -1.552
H  -5.023  -2.780  -0.295
H  -5.025  -1.143  0.300
H  -3.315  -4.321  0.898
H  -2.176  -3.587  2.064
H  -0.175  -1.911  -0.314
H  -0.351  -2.446  1.396
H  -2.135  -0.126  -1.582
H  -3.527  0.348  -0.641
H  -3.901  -0.518  2.231
H  -2.668  -1.538  2.927

Mulliken atomic charge list, values in e, 4 entries: -0.553 -0.122 -0.448 -0.620


total energy of number 7 (C22H24AlClI2O2P2)? -81181.353 eV